Density functional theory data (wB97M-V/def2-TZVPD) for a structure of composition C29H39N3OZr.

Maximum force = 0.6 eV/A
E_LUMO = -7.4 eV
Net charge = +2
E = -1414.5758 Eh
Energy relative to the best compared isomer or geometry (same formula, charge and spin) = 0.0 kcal per mole
M = 536.88 u

Atoms and positions in Å:
Zr -0.531 0.503 -0.462
C 0.029 -1.855 0.131
C 1.228 -1.084 0.079
C 1.144 -0.124 1.170
C -0.110 -0.353 1.797
C -0.786 -1.449 1.210
C -1.878 -2.252 1.901
C -2.830 -1.361 2.697
C -2.642 -3.193 0.970
C -1.098 -3.132 2.907
C 2.151 0.825 1.848
C 3.171 1.480 0.926
C 2.888 -0.034 2.896
C 1.422 1.953 2.589
C 2.372 -1.445 -0.881
C 2.858 -0.255 -1.736
C 3.522 -2.040 -0.051
C 1.924 -2.552 -1.847
H -0.190 -2.686 -0.525
H -0.461 0.196 2.659
H -3.325 -0.610 2.080
H -2.315 -0.844 3.507
H -3.607 -1.972 3.155
H -3.440 -2.703 0.413
H -3.125 -3.966 1.566
H -1.991 -3.707 0.264
H -0.486 -2.528 3.577
H -0.448 -3.841 2.394
H -1.804 -3.698 3.512
H 3.780 0.770 0.377
H 3.845 2.086 1.531
H 2.707 2.158 0.204
H 3.460 -0.844 2.447
H 2.185 -0.465 3.607
H 3.581 0.598 3.453
H 0.764 2.536 1.934
H 2.164 2.640 2.994
H 0.836 1.595 3.433
H 3.945 -0.175 -1.725
H 2.486 0.717 -1.402
H 2.554 -0.374 -2.777
H 4.015 -1.308 0.583
H 4.279 -2.441 -0.726
H 3.169 -2.857 0.577
H 1.051 -2.266 -2.443
H 1.700 -3.489 -1.340
H 2.734 -2.751 -2.548
O -2.262 4.184 -0.770
C -1.933 3.082 -0.422
N -0.636 2.562 -0.460
C 0.276 3.229 -1.392
C 0.456 2.363 -2.634
C 1.091 2.845 -3.768
C 1.171 2.042 -4.892
C 0.630 0.759 -4.860
C 0.058 0.320 -3.689
N -0.031 1.100 -2.590
C -3.017 2.066 -0.095
C -4.275 2.488 0.278
C -5.309 1.562 0.313
C -5.055 0.248 -0.054
C -3.762 -0.116 -0.372
N -2.748 0.764 -0.371
H 1.249 3.422 -0.927
H -0.140 4.199 -1.683
H 1.484 3.852 -3.772
H 1.642 2.414 -5.791
H 0.661 0.111 -5.724
H -0.352 -0.682 -3.609
H -4.438 3.537 0.481
H -6.306 1.869 0.598
H -5.840 -0.493 -0.080
H -3.508 -1.134 -0.638

Forces on the atoms, in the same order (eV/Å):
Zr -0.4 0.2 -0.1
C 0.1 -0.2 -0.1
C 0.1 -0.2 0.0
C 0.2 0.0 0.0
C 0.0 0.0 0.2
C 0.0 0.1 0.0
C 0.2 0.0 0.0
C -0.1 0.0 0.0
C -0.1 0.0 0.0
C -0.1 0.0 0.0
C -0.1 -0.2 0.0
C 0.1 0.1 -0.1
C 0.0 0.1 0.0
C -0.1 0.1 0.0
C -0.1 -0.1 0.1
C 0.0 0.2 -0.1
C 0.1 0.1 -0.1
C 0.0 0.0 -0.1
H 0.0 0.0 0.0
H 0.0 0.0 0.0
H 0.0 0.0 0.0
H 0.0 0.0 0.0
H 0.0 0.0 0.0
H 0.1 0.0 0.0
H 0.0 0.0 0.0
H 0.1 0.0 0.0
H 0.0 0.0 0.0
H 0.0 0.0 0.0
H 0.0 0.0 0.0
H 0.0 0.0 0.0
H 0.0 0.0 0.0
H -0.1 0.0 0.0
H 0.0 0.0 0.0
H 0.0 0.0 0.0
H 0.0 0.0 0.0
H 0.1 -0.1 0.0
H 0.0 0.0 0.0
H 0.0 0.0 0.0
H 0.0 -0.1 0.0
H 0.0 -0.1 0.0
H 0.0 0.0 0.0
H 0.0 0.0 0.0
H 0.0 0.0 0.0
H 0.0 0.0 0.0
H 0.0 0.0 0.0
H 0.0 0.0 0.1
H 0.0 0.0 0.0
O 0.1 0.0 0.1
C 0.1 -0.1 -0.1
N -0.5 -0.2 -0.2
C 0.1 0.1 0.0
C 0.1 0.1 0.0
C -0.1 0.0 0.1
C 0.0 0.0 0.0
C 0.0 0.0 0.1
C 0.0 -0.1 -0.1
N 0.2 0.0 0.0
C 0.0 0.2 0.1
C 0.0 0.0 -0.1
C 0.0 0.0 0.0
C 0.1 0.0 0.0
C -0.1 -0.1 0.0
N 0.0 0.2 0.1
H -0.1 0.0 0.0
H 0.1 -0.1 0.1
H 0.0 0.0 0.0
H 0.0 0.0 0.0
H 0.0 0.0 0.0
H 0.0 0.1 0.0
H 0.0 0.0 0.0
H 0.0 0.0 0.0
H 0.0 0.0 0.0
H -0.1 0.1 0.0



Density functional theory data (wB97M-V/def2-TZVPD) for a structure of composition C25H20IN5O6PdS2 in a non-equilibrium geometry.

Maximum force = 1.5 eV/A
Multiplicity = 5
<S²> = 6.04
E_LUMO (spin up / spin down) = 0.4 / -3.1 eV
E = -2911.6999 Eh
Energy relative to the best compared isomer or geometry (same formula, charge and spin) = 49.0 kcal per mole
M = 783.92 u

Atoms and positions in Å:
Pd -1.641 0.485 0.246
N 1.138 0.503 3.799
C 0.538 0.271 2.581
S -1.218 -0.048 2.656
N 1.177 0.342 1.484
N 0.544 0.261 0.321
C 1.196 0.228 -0.854
C 2.671 0.155 -0.932
C 3.478 1.019 -0.189
C 4.858 0.941 -0.278
C 5.457 -0.013 -1.092
C 4.663 -0.879 -1.830
C 3.281 -0.795 -1.750
C 0.367 0.287 -1.991
C 0.820 0.441 -3.326
C -0.084 0.544 -4.344
C -1.467 0.485 -4.075
C -1.856 0.361 -2.769
N -0.975 0.279 -1.759
H 0.691 0.113 4.612
H 2.145 0.480 3.797
H 3.015 1.762 0.445
H 5.472 1.630 0.288
H 6.535 -0.083 -1.147
H 5.120 -1.629 -2.463
H 2.665 -1.489 -2.310
H 1.881 0.512 -3.516
H 0.264 0.685 -5.359
H -2.205 0.553 -4.860
H -2.903 0.317 -2.493
O -1.690 1.659 2.649
S -3.193 1.851 1.953
O -3.960 2.622 2.864
O -3.584 0.435 1.734
O -2.895 2.465 0.650
I -0.282 5.527 3.321
C -0.523 4.822 1.381
C -1.268 5.521 0.447
C -1.387 4.983 -0.824
C -0.798 3.759 -1.087
N -0.091 3.074 -0.187
C 0.065 3.619 1.016
H -1.741 6.459 0.704
H -1.950 5.495 -1.593
H -0.894 3.298 -2.065
H 0.681 3.074 1.723
O -0.754 -1.966 2.248
C -1.277 -2.414 1.172
O -1.629 -1.727 0.192
C -1.453 -3.894 1.094
C -2.226 -4.548 2.043
C -2.429 -5.916 1.939
C -1.838 -6.630 0.905
C -1.055 -5.973 -0.036
C -0.872 -4.601 0.049
H -2.674 -3.986 2.853
H -3.049 -6.425 2.665
H -1.991 -7.698 0.829
H -0.593 -6.529 -0.842
H -0.279 -4.075 -0.688

Forces on the atoms, in the same order (eV/Å):
Pd 0.5 -1.2 -0.7
N -0.1 0.0 0.0
C 0.0 0.3 0.1
S -0.2 0.2 0.5
N 0.5 0.0 -0.2
N -0.6 0.0 0.3
C 0.2 0.0 0.2
C 0.0 0.0 0.0
C 0.0 0.1 -0.1
C 0.0 0.0 0.0
C 0.0 0.0 0.0
C 0.0 0.0 0.0
C 0.0 -0.1 0.0
C 0.0 0.1 0.0
C 0.0 0.0 0.0
C 0.0 0.0 0.0
C 0.0 0.0 -0.1
C 0.1 -0.1 0.2
N -0.4 0.4 -0.2
H 0.0 -0.1 0.0
H 0.0 0.0 0.0
H 0.0 0.0 0.0
H 0.0 0.0 0.0
H 0.0 0.0 0.0
H 0.0 0.0 0.0
H 0.0 0.0 0.0
H 0.0 0.0 0.0
H 0.0 0.0 0.0
H 0.0 0.0 0.0
H 0.0 0.0 0.0
O 0.1 -0.3 -0.2
S -0.3 -0.1 -0.2
O 0.1 0.0 0.0
O 0.1 0.6 0.1
O 0.1 0.0 0.4
I 0.0 0.0 0.0
C 0.0 0.0 0.0
C 0.0 0.0 0.0
C -0.1 0.0 0.0
C 0.1 -0.1 0.0
N 0.1 0.4 -0.1
C 0.0 -0.1 0.0
H 0.0 0.0 0.0
H 0.0 0.0 0.0
H 0.0 0.0 0.0
H -0.1 0.0 0.0
O -0.2 0.1 -0.1
C 0.2 0.0 -0.1
O -0.2 0.0 0.1
C 0.0 0.0 -0.1
C 0.0 -0.1 0.1
C 0.0 0.0 0.0
C 0.0 0.0 0.0
C 0.0 0.0 0.0
C 0.0 0.0 -0.1
H 0.0 0.0 0.0
H 0.0 0.0 0.0
H 0.0 0.0 0.0
H 0.0 0.0 0.0
H 0.0 0.0 0.0



Density functional theory data (wB97M-V/def2-TZVPD) for a structure of composition C24H58F6Mn2N4O12S2 in a non-equilibrium geometry.

Maximum force = 3.1 eV/A
Multiplicity = 11
<S²> = 30.01
E_LUMO (spin up / spin down) = 0.2 / 0.2 eV
E = -5768.7511 Eh
M = 882.74 u

Atoms and positions in Å:
Mn -0.872 -0.539 -0.170
Mn 2.541 1.730 0.390
C 0.373 5.592 1.227
C 0.577 4.594 -0.048
C 0.831 5.416 -1.294
O 1.574 3.672 0.274
H 0.363 4.896 2.065
H -0.589 6.104 1.255
H 1.156 6.319 1.439
H -0.379 4.101 -0.224
H 1.036 4.737 -2.121
H 1.727 5.989 -1.056
H 0.017 6.138 -1.366
C -0.754 1.349 2.895
C 0.443 0.563 2.537
C 0.516 -0.680 3.358
O 0.692 0.519 1.142
H -0.681 2.331 2.427
H -0.806 1.601 3.954
H -1.718 0.864 2.738
H 1.270 1.218 2.812
H 1.470 -1.191 3.224
H -0.244 -1.425 3.122
H 0.459 -0.346 4.394
C 0.981 1.742 -3.896
F 2.105 1.897 -4.605
F 0.563 2.931 -3.399
F 0.117 1.244 -4.715
S 1.213 0.493 -2.455
O 1.757 -0.781 -2.893
O 2.083 1.148 -1.469
O -0.126 0.281 -1.913
C -4.156 -1.980 3.166
F -4.430 -0.660 3.172
F -3.568 -2.293 4.323
F -5.275 -2.730 3.013
S -2.996 -2.418 1.666
O -2.127 -1.303 1.344
O -2.173 -3.533 2.134
O -3.790 -2.667 0.477
C 5.202 -1.214 2.251
C 4.136 -0.170 1.997
C 4.425 1.180 2.781
O 3.479 2.122 2.302
C 3.384 3.381 3.030
N 4.090 0.209 0.617
H 5.429 -1.940 1.471
H 4.940 -1.948 3.014
H 6.163 -0.799 2.554
H 3.133 -0.490 2.280
H 5.388 1.650 2.581
H 4.294 1.102 3.861
H 4.347 3.675 3.447
H 2.793 3.237 3.935
H 3.074 4.181 2.358
H 3.843 -0.662 0.168
H 5.042 0.261 0.282
C -3.602 2.441 1.485
C -3.457 1.553 0.192
C -4.126 2.098 -1.056
O -4.187 1.049 -2.087
C -4.522 1.572 -3.393
N -1.989 1.441 -0.088
H -3.532 1.734 2.313
H -4.610 2.836 1.606
H -2.903 3.276 1.521
H -3.808 0.591 0.566
H -3.653 3.001 -1.443
H -5.137 2.442 -0.836
H -3.867 2.399 -3.665
H -5.519 2.010 -3.364
H -4.481 0.789 -4.150
H -1.740 2.146 -0.768
H -1.527 2.000 0.616
C 0.843 -3.863 1.110
C 1.496 -2.743 0.234
C 2.720 -3.306 -0.481
O 3.466 -2.245 -1.131
C 4.438 -2.689 -2.055
N 0.498 -2.088 -0.600
H 0.061 -3.554 1.804
H 1.648 -4.231 1.746
H 0.478 -4.687 0.498
H 1.832 -1.884 0.814
H 2.245 -3.957 -1.215
H 3.345 -3.815 0.252
H 4.094 -3.269 -2.912
H 5.291 -3.230 -1.646
H 4.716 -1.724 -2.480
H 0.887 -2.032 -1.530
H -0.095 -2.881 -0.798
C -2.306 -1.393 -3.891
C -2.935 -2.034 -2.668
C -2.565 -3.508 -2.583
O -1.230 -3.794 -2.230
C -0.902 -5.187 -2.269
N -2.593 -1.343 -1.471
H -1.255 -1.635 -4.045
H -2.373 -0.305 -3.872
H -2.898 -1.619 -4.778
H -4.023 -2.042 -2.738
H -2.801 -3.983 -3.535
H -3.242 -3.986 -1.875
H 0.180 -5.190 -2.141
H -1.152 -5.783 -3.147
H -1.329 -5.569 -1.342
H -3.215 -0.550 -1.542
H -3.007 -1.959 -0.786

Forces on the atoms, in the same order (eV/Å):
Mn 0.1 1.0 0.8
Mn -2.7 1.5 0.5
C -0.3 -1.7 -0.6
C 0.9 0.7 1.9
C 0.9 0.0 1.0
O 0.5 -0.5 -0.2
H 0.0 0.0 0.2
H -0.1 0.1 -0.3
H 0.3 -0.1 -0.5
H -0.6 -0.4 0.3
H -0.4 0.5 -0.2
H 0.2 0.1 -0.4
H -0.1 -0.2 -0.7
C -1.3 1.1 0.7
C 1.6 1.3 -0.9
C 0.5 -0.8 -0.1
O -0.3 -1.1 -0.7
H -0.3 0.0 -0.4
H 0.4 -0.2 0.3
H 0.1 -0.1 -0.6
H 0.3 0.0 1.2
H 0.2 -0.1 0.0
H -0.3 0.2 0.1
H -0.2 -0.4 0.2
C 1.2 -0.1 1.3
F 0.1 0.3 0.7
F 0.3 -1.1 -0.6
F -1.6 -0.4 -0.7
S 0.3 -1.6 1.5
O 0.1 1.4 -1.2
O -0.1 0.2 -2.0
O 0.1 1.6 -1.6
C 0.5 -0.5 -1.0
F -0.3 -0.8 0.0
F -0.4 0.2 -0.6
F 0.8 1.0 0.4
S 1.7 -2.3 -0.4
O 0.2 1.9 1.3
O -1.6 0.7 0.3
O -1.6 -0.8 1.4
C 0.4 -1.2 1.0
C 1.0 1.5 1.8
C -0.7 -0.3 -0.1
O -0.5 1.1 0.2
C 0.8 -0.5 0.4
N 0.2 -0.7 -1.2
H -0.3 0.6 -0.9
H -0.3 0.4 0.6
H 0.0 0.2 0.0
H 0.1 -0.1 0.1
H 0.5 -0.6 -0.1
H 0.1 -0.4 0.1
H 0.5 -0.2 -0.4
H -0.7 0.1 -0.4
H -0.5 -0.5 0.0
H -0.8 -0.3 -0.9
H 0.5 0.7 -0.1
C -1.1 -0.6 -0.8
C 1.1 1.3 0.9
C -1.1 -1.1 -0.5
O 0.1 1.3 0.0
C -0.1 0.3 1.0
N -0.2 0.7 0.3
H 0.6 0.5 0.2
H -0.2 0.2 -0.3
H 0.1 -0.2 0.1
H -0.3 -0.2 -0.9
H 0.6 -0.1 -0.1
H -0.4 -0.3 0.1
H 0.4 -0.1 -0.1
H -0.3 -0.2 0.0
H 0.1 -0.1 0.3
H -0.3 -0.4 -1.5
H 0.4 -0.8 1.3
C 1.3 0.8 0.1
C 0.3 0.8 1.9
C -0.8 1.1 -0.5
O -0.8 -1.6 0.9
C 0.0 1.2 -0.6
N 0.2 -2.6 -1.0
H -0.1 0.3 -0.5
H 0.0 -0.4 0.1
H -0.1 0.0 -0.1
H 0.4 -0.3 0.9
H 0.8 -0.6 -0.4
H 0.1 -0.3 -0.2
H -0.7 -0.2 0.2
H 0.0 0.1 0.5
H 0.7 -0.2 -0.2
H 0.4 1.0 -0.5
H -1.2 -0.1 -0.2
C -0.5 0.7 -0.6
C 1.2 -0.9 -1.5
C -0.8 -0.8 -0.1
O 0.2 0.2 -1.1
C 0.4 1.0 1.5
N 0.2 0.2 0.4
H -0.1 -0.2 0.1
H 0.1 0.1 0.5
H 0.2 -0.5 -0.2
H -0.3 0.0 -0.5
H 0.1 0.0 -0.4
H 0.0 -0.1 0.4
H 0.1 -0.3 -0.1
H -0.4 0.4 -0.2
H -0.2 -0.8 -0.2
H 0.1 0.7 0.5
H -0.1 0.4 0.6



Density functional theory data (wB97M-V/def2-TZVPD) for a structure of composition AsF6H18O9 in a non-equilibrium geometry.

Maximum force = 2.5 eV/A
E_LUMO = 2.2 eV
Net charge = -1
E = -3523.1439 Eh
Energy relative to the best compared isomer or geometry (same formula, charge and spin) = 27.2 kcal per mole
M = 351.04 u

Atoms and positions in Å:
As 22.803 -7.219 -1.270
F 21.869 -8.597 -0.528
F 24.382 -7.960 -0.823
F 23.692 -5.958 -2.195
F 21.303 -6.468 -1.890
F 22.574 -6.195 0.129
F 22.836 -8.162 -2.804
O 22.813 -11.121 -0.862
H 23.305 -10.657 -1.539
H 22.672 -10.468 -0.177
O 27.997 -8.601 -0.549
H 28.350 -9.371 -0.105
H 27.203 -8.384 -0.060
O 22.460 -10.022 -4.771
H 22.786 -9.509 -4.032
H 22.450 -10.924 -4.451
O 22.876 -4.251 -4.045
H 23.219 -4.901 -3.432
H 22.387 -4.762 -4.689
O 19.079 -9.288 -0.813
H 19.913 -8.928 -0.511
H 18.907 -10.022 -0.222
O 22.266 -6.589 -5.083
H 21.951 -7.055 -4.309
H 22.854 -7.210 -5.514
O 24.086 -9.328 1.778
H 24.786 -9.240 1.131
H 24.104 -8.503 2.264
O 23.369 -5.001 2.171
H 22.949 -5.317 1.370
H 23.638 -5.797 2.630
O 20.498 -3.894 0.660
H 20.555 -3.624 -0.256
H 20.263 -4.821 0.623

Forces on the atoms, in the same order (eV/Å):
As -0.7 -0.1 -2.4
F 1.2 1.9 -0.4
F -1.8 0.8 0.1
F -0.3 -1.3 1.7
F 1.0 -0.9 0.6
F 0.4 -1.4 -1.0
F 0.1 0.2 1.3
O 0.1 -0.8 -0.1
H 0.0 0.2 -0.1
H 0.0 0.3 0.2
O 0.2 0.1 -0.1
H 0.1 -0.2 0.1
H -0.3 0.2 0.0
O 0.0 -0.2 -0.5
H 0.0 0.3 0.3
H -0.1 -0.2 0.1
O 0.0 1.3 -0.1
H 0.0 -0.1 0.0
H 0.1 -0.3 -0.1
O -0.5 0.0 -0.1
H 0.4 0.2 -0.1
H 0.0 -0.2 0.1
O -0.3 -0.1 -0.6
H -0.1 -0.2 0.3
H 0.1 -0.2 -0.1
O -0.1 -0.3 0.3
H 0.0 0.1 -0.3
H -0.1 0.2 0.1
O 0.4 0.5 0.8
H 0.0 0.2 0.0
H 0.0 -0.1 0.1
O -0.1 0.2 0.3
H 0.1 0.0 -0.3
H 0.0 -0.3 -0.1



Question: Which of these has the lowest E?
Answer: C24H58F6Mn2N4O12S2



Question: E of number 4 (AsF6H18O9)?
Answer: -3523.1439 Eh



Question: The lowest E belongs to which entry?
Answer: C24H58F6Mn2N4O12S2



Question: Look up the maximum force of the third one.
Answer: 3.1 eV/A